Entry 1:
{
  "formula": "C26H55AsF6HgNO10S5",
  "method": "the ωB97M-V functional and the def2-TZVPD basis",
  "species": ["Hg", "As", "F", "F", "F", "F", "F", "F", "C", "C", "N", "C", "C", "C", "C", "H", "H", "H", "H", "H", "H", "H", "H", "H", "H", "H", "H", "H", "H", "H", "C", "C", "C", "S", "O", "O", "C", "H", "H", "H", "H", "H", "H", "H", "H", "C", "C", "C", "S", "O", "O", "C", "H", "H", "H", "H", "H", "H", "H", "H", "C", "C", "C", "S", "O", "O", "C", "H", "H", "H", "H", "H", "H", "H", "H", "C", "C", "C", "S", "O", "O", "C", "H", "H", "H", "H", "H", "H", "H", "H", "C", "C", "C", "S", "O", "O", "C", "H", "H", "H", "H", "H", "H", "H", "H"],
  "positions_angstrom": [[2.45, 0.14, 3.45], [-0.64, -0.33, 0.99], [0.50, 0.01, -0.37], [-0.14, -2.02, 1.04], [-1.79, -0.62, 2.31], [-1.14, 1.41, 0.97], [-1.81, -0.95, -0.22], [0.55, 0.23, 2.26], [-5.47, 5.25, -3.77], [-4.05, 4.86, -3.28], [-3.61, 3.45, -3.30], [-3.99, 2.53, -2.20], [-3.42, 3.04, -0.78], [-3.32, 2.80, -4.58], [-2.21, 1.72, -4.58], [-5.80, 6.27, -3.59], [-6.17, 4.59, -3.26], [-5.69, 4.98, -4.80], [-3.30, 5.42, -3.85], [-4.02, 5.20, -2.25], [-5.05, 2.27, -2.23], [-3.45, 1.59, -2.32], [-2.42, 3.45, -0.92], [-4.06, 3.82, -0.37], [-3.54, 2.31, 0.02], [-3.15, 3.57, -5.33], [-4.08, 2.22, -5.10], [-1.33, 1.99, -4.00], [-1.66, 1.62, -5.51], [-2.59, 0.80, -4.12], [3.33, -3.47, -1.59], [4.66, -2.90, -1.14], [4.68, -3.08, 0.37], [2.89, -2.81, 0.91], [2.70, -1.64, 1.78], [2.36, -4.08, 1.38], [2.29, -2.66, -0.80], [3.33, -4.56, -1.67], [3.24, -3.31, -2.66], [4.61, -1.83, -1.33], [5.47, -3.41, -1.66], [5.32, -2.32, 0.82], [5.04, -4.06, 0.66], [2.51, -1.62, -1.03], [1.25, -2.96, -0.82], [-3.32, -4.10, -0.28], [-2.66, -5.30, 0.33], [-1.12, -5.28, -0.04], [-1.28, -5.20, -1.81], [-1.67, -6.47, -2.40], [-0.16, -4.40, -2.30], [-2.81, -4.17, -1.81], [-2.82, -3.22, 0.11], [-4.41, -4.17, -0.29], [-3.13, -6.11, -0.23], [-2.98, -5.43, 1.36], [-0.52, -6.11, 0.35], [-0.71, -4.35, 0.34], [-3.50, -4.65, -2.50], [-2.53, -3.18, -2.17], [-0.03, 5.41, 3.84], [-0.18, 5.42, 2.36], [0.14, 3.99, 1.90], [1.77, 3.80, 2.72], [2.78, 4.33, 1.83], [1.94, 2.41, 3.30], [1.47, 4.97, 4.07], [-0.62, 4.68, 4.38], [-0.06, 6.42, 4.27], [0.38, 6.19, 1.84], [-1.25, 5.51, 2.19], [0.16, 3.77, 0.83], [-0.52, 3.30, 2.43], [2.09, 5.86, 4.01], [1.70, 4.61, 5.07], [-0.38, -5.48, 4.12], [1.13, -5.69, 4.17], [1.69, -4.51, 5.01], [0.52, -3.13, 4.68], [1.16, -2.07, 3.95], [-0.22, -2.84, 5.90], [-0.74, -3.97, 3.74], [-0.71, -5.82, 5.11], [-0.67, -6.16, 3.32], [1.50, -5.78, 3.15], [1.44, -6.56, 4.75], [2.64, -4.05, 4.76], [1.69, -4.72, 6.08], [-0.45, -3.76, 2.71], [-1.64, -3.45, 4.04], [3.56, 1.62, -2.01], [3.37, 2.36, -3.41], [3.28, 3.84, -3.14], [3.06, 4.13, -1.34], [1.89, 4.98, -1.09], [4.37, 4.34, -0.71], [2.59, 2.36, -1.08], [4.62, 1.73, -1.80], [3.38, 0.55, -2.11], [2.52, 1.91, -3.91], [4.23, 1.91, -3.91], [2.27, 4.01, -3.49], [4.11, 4.52, -3.35], [1.55, 2.11, -1.31], [2.80, 2.20, -0.02]],
  "relative_energy_kj_mol": 0.0,
  "charge": 1,
  "orbital_gap_ev": 1.90
}

---

Entry 2:
{
  "formula": "C6H9N3",
  "method": "the ωB97M-V functional and the def2-TZVPD basis",
  "species": ["C", "C", "C", "C", "C", "C", "H", "H", "H", "H", "H", "H", "H", "H", "H", "N", "N", "N"],
  "positions_angstrom": [[-2.09, -1.06, 0.49], [-1.42, -0.24, -0.56], [-1.33, 1.21, -0.39], [0.20, 0.91, 0.01], [1.38, 0.94, 0.40], [1.96, -0.23, -0.20], [-2.48, -2.27, 0.50], [-1.69, -0.72, 1.40], [-3.21, -0.49, 0.57], [-1.81, -0.49, -1.50], [-1.37, 1.71, -1.46], [-1.89, 1.70, 0.54], [2.15, 1.86, 0.39], [3.71, 0.50, 0.36], [3.49, -1.47, 0.62], [3.34, -0.38, -0.13], [1.11, -1.11, -0.63], [-0.04, -0.37, -0.41]],
  "relative_energy_kj_mol": 556.6,
  "charge": 0,
  "orbital_gap_ev": 8.93
}

---

Entry 3:
{
  "formula": "CH3FNOPS",
  "method": "the ωB97M-V functional and the def2-TZVPD basis",
  "species": ["C", "N", "O", "F", "P", "S", "H", "H", "H"],
  "positions_angstrom": [[1.10, 0.59, 0.47], [0.96, 1.79, 0.11], [2.25, -0.15, 0.78], [4.02, -0.87, -0.74], [-0.18, -0.73, 0.85], [3.75, 0.28, 0.34], [0.04, 2.05, 0.00], [-1.09, 0.09, 0.26], [0.08, -1.59, -0.39]],
  "relative_energy_kj_mol": 98.1,
  "charge": 0,
  "spin_multiplicity": 3,
  "orbital_gap_ev": [6.70, 7.97],
  "s_squared": 2.0043
}

---

Entry 4:
{
  "formula": "C4H15N3O",
  "method": "the ωB97M-V functional and the def2-TZVPD basis",
  "species": ["C", "N", "H", "H", "H", "C", "C", "N", "H", "H", "H", "H", "H", "H", "H", "C", "O", "N", "H", "H", "H", "H", "H"],
  "positions_angstrom": [[-1.61, -0.07, -1.57], [-1.62, 1.05, -0.98], [-2.10, -0.90, -1.07], [-1.26, -0.23, -2.59], [-1.18, 1.83, -1.48], [1.67, -0.62, -1.05], [0.69, -1.50, -0.30], [0.17, -2.65, -1.03], [1.95, 0.23, -0.43], [1.23, -0.24, -1.98], [2.58, -1.16, -1.32], [1.20, -1.91, 0.58], [-0.11, -0.87, 0.27], [-0.19, -2.37, -1.93], [0.92, -3.31, -1.23], [0.21, 2.31, 2.35], [0.38, 0.97, 1.92], [-0.84, 0.36, 1.53], [-0.27, 2.92, 1.58], [-0.39, 2.35, 3.27], [1.21, 2.69, 2.54], [-1.42, 0.26, 2.37], [-1.21, 0.85, 0.54]],
  "smiles": "C=N.CCN.CON",
  "relative_energy_kj_mol": 425.2,
  "charge": 0,
  "orbital_gap_ev": 9.01
}

---

Entry 5:
{
  "formula": "C10H40N12O10",
  "method": "the ωB97M-V functional and the def2-TZVPD basis",
  "species": ["N", "C", "N", "O", "H", "H", "H", "H", "N", "C", "N", "O", "H", "H", "H", "H", "N", "C", "N", "O", "H", "H", "H", "H", "N", "C", "N", "O", "H", "H", "H", "H", "N", "C", "N", "O", "H", "H", "H", "H", "N", "C", "N", "O", "H", "H", "H", "H", "C", "O", "H", "H", "H", "H", "C", "O", "H", "H", "H", "H", "C", "O", "H", "H", "H", "H", "C", "O", "H", "H", "H", "H"],
  "positions_angstrom": [[-10.82, -3.48, 20.23], [-11.24, -2.53, 20.96], [-10.91, -2.46, 22.19], [-12.05, -1.77, 20.52], [-10.43, -4.30, 20.69], [-10.91, -3.43, 19.23], [-11.55, -1.93, 22.76], [-10.45, -3.32, 22.44], [-14.85, -0.15, 31.62], [-16.03, -0.31, 32.17], [-16.02, -1.16, 33.09], [-17.00, 0.35, 31.80], [-14.72, 0.71, 31.11], [-14.06, -0.71, 31.89], [-16.83, -1.24, 33.70], [-15.37, -1.90, 32.87], [-10.44, -5.14, 32.93], [-11.63, -5.60, 33.23], [-11.60, -6.47, 34.22], [-12.74, -5.23, 32.73], [-10.40, -4.66, 32.04], [-9.72, -5.40, 33.59], [-12.44, -6.76, 34.69], [-10.70, -6.71, 34.63], [-3.49, -2.76, 36.68], [-2.96, -2.18, 35.68], [-3.63, -2.40, 34.55], [-1.93, -1.47, 35.82], [-4.38, -3.14, 36.40], [-3.08, -2.77, 37.61], [-4.33, -3.12, 34.64], [-3.27, -1.93, 33.72], [-7.91, 2.80, 36.91], [-7.83, 1.63, 36.41], [-7.49, 1.60, 35.16], [-7.83, 0.61, 37.04], [-7.89, 3.60, 36.30], [-8.24, 3.00, 37.84], [-7.56, 2.47, 34.64], [-7.20, 0.73, 34.73], [-6.55, 4.09, 23.43], [-5.45, 4.70, 23.41], [-5.59, 5.95, 23.15], [-4.35, 4.22, 23.53], [-7.35, 4.61, 23.12], [-6.44, 3.15, 23.79], [-6.52, 6.31, 23.24], [-4.79, 6.50, 22.86], [-9.15, -1.09, 28.13], [-8.20, -1.77, 28.94], [-9.48, -0.21, 28.67], [-8.68, -0.90, 27.17], [-10.00, -1.76, 28.02], [-7.47, -1.15, 29.00], [-13.57, -7.27, 27.32], [-13.49, -5.93, 27.23], [-14.47, -7.58, 27.84], [-13.57, -7.76, 26.34], [-12.82, -7.76, 27.94], [-13.34, -5.71, 28.15], [-3.70, 1.15, 28.35], [-4.09, 0.63, 29.58], [-2.62, 1.03, 28.33], [-4.10, 0.52, 27.55], [-3.87, 2.22, 28.37], [-3.75, 1.29, 30.19], [-4.95, -0.04, 20.17], [-5.29, -0.92, 21.23], [-4.79, -0.52, 19.21], [-5.74, 0.69, 20.02], [-4.12, 0.60, 20.45], [-6.09, -0.51, 21.56]],
  "smiles": "NC(N)=O.NC(N)=O.NC(N)=O.NC(N)=O.NC(N)=O.NC(N)=O.CO.CO.CO.CO",
  "relative_energy_kj_mol": 732.1,
  "charge": 0,
  "orbital_gap_ev": 9.28
}

---

Entry 6:
{
  "formula": "C4H10O6",
  "method": "the ωB97M-V functional and the def2-TZVPD basis",
  "species": ["H", "O", "O", "C", "C", "C", "O", "C", "O", "O", "O", "H", "H", "H", "H", "H", "H", "H", "H", "H"],
  "positions_angstrom": [[-1.04, -0.65, 2.90], [-0.84, -0.57, 3.98], [-1.91, 0.09, 4.35], [1.19, -1.17, -2.11], [1.10, -0.81, -0.67], [-0.29, -0.02, -0.44], [-0.20, 1.19, -0.96], [-1.06, 2.15, -0.30], [-0.46, 0.10, 1.00], [-1.36, -1.02, 1.46], [2.13, 0.06, -0.21], [0.28, -1.71, -2.40], [1.27, -0.25, -2.70], [2.05, -1.82, -2.27], [1.03, -1.66, 0.01], [-1.08, -0.66, -0.85], [-0.91, 3.11, -0.80], [-2.13, 1.86, -0.37], [-0.74, 2.21, 0.75], [2.95, -0.44, -0.35]],
  "relative_energy_kj_mol": 1012.3,
  "charge": 0,
  "orbital_gap_ev": [9.22, 6.52]
}

---

Entry 7:
{
  "formula": "C38H33ClIrN7O8P",
  "method": "the ωB97M-V functional and the def2-TZVPD basis",
  "species": ["Ir", "O", "C", "O", "C", "P", "C", "C", "C", "C", "C", "C", "C", "C", "C", "C", "C", "C", "H", "H", "H", "H", "H", "H", "H", "H", "H", "H", "H", "H", "C", "O", "C", "C", "C", "C", "C", "C", "C", "N", "C", "C", "N", "C", "C", "C", "C", "N", "C", "C", "N", "C", "C", "C", "C", "H", "H", "H", "H", "H", "H", "H", "H", "H", "H", "H", "H", "H", "H", "C", "N", "C", "C", "O", "N", "C", "N", "H", "H", "H", "H", "H", "H", "H", "O", "Cl", "O", "O", "O"],
  "positions_angstrom": [[1.85, -0.18, 0.02], [5.15, -1.26, -1.92], [4.44, -0.37, -1.50], [3.19, -0.17, -1.85], [4.94, 0.62, -0.44], [3.41, 1.53, -0.12], [3.39, 2.70, -1.51], [4.25, 3.80, -1.44], [4.29, 4.73, -2.47], [3.47, 4.57, -3.58], [2.62, 3.48, -3.66], [2.58, 2.54, -2.64], [3.53, 2.53, 1.38], [2.96, 3.80, 1.47], [2.94, 4.46, 2.69], [3.47, 3.86, 3.82], [4.02, 2.59, 3.74], [4.05, 1.92, 2.53], [5.71, 1.28, -0.85], [5.33, 0.10, 0.43], [4.90, 3.92, -0.58], [4.97, 5.57, -2.40], [3.50, 5.30, -4.37], [1.99, 3.35, -4.53], [1.95, 1.67, -2.73], [2.55, 4.29, 0.60], [2.50, 5.45, 2.76], [3.44, 4.37, 4.77], [4.42, 2.11, 4.62], [4.45, 0.92, 2.48], [-11.71, -2.02, 0.38], [-11.03, -0.78, 0.24], [-9.68, -0.81, 0.21], [-8.91, -1.97, 0.26], [-7.53, -1.87, 0.22], [-6.89, -0.64, 0.12], [-7.68, 0.51, 0.06], [-9.05, 0.44, 0.11], [-5.43, -0.60, 0.08], [-4.64, -1.64, 0.19], [-3.37, -1.14, 0.09], [-3.39, 0.23, -0.08], [-4.72, 0.56, -0.09], [-2.21, 1.01, -0.26], [-2.19, 2.40, -0.47], [-0.98, 3.02, -0.64], [0.19, 2.27, -0.61], [0.20, 0.95, -0.42], [-0.99, 0.32, -0.24], [-0.95, -1.10, 0.01], [0.27, -1.66, 0.13], [0.35, -2.95, 0.40], [-0.77, -3.77, 0.54], [-2.02, -3.21, 0.42], [-2.13, -1.84, 0.16], [-12.77, -1.77, 0.42], [-11.42, -2.53, 1.30], [-11.52, -2.67, -0.47], [-9.37, -2.94, 0.34], [-6.92, -2.77, 0.27], [-7.23, 1.50, -0.01], [-9.67, 1.32, 0.07], [-5.11, 1.48, -0.17], [-3.11, 2.97, -0.47], [-0.91, 4.08, -0.79], [1.13, 2.76, -0.74], [1.35, -3.36, 0.51], [-0.64, -4.82, 0.76], [-2.92, -3.80, 0.54], [6.17, -4.94, -0.93], [5.04, -4.12, -0.54], [5.06, -3.20, 0.57], [3.80, -2.41, 0.30], [3.47, -1.39, 0.96], [3.16, -2.90, -0.76], [3.97, -3.83, -1.29], [3.69, -4.41, -2.45], [6.65, -5.32, -0.03], [6.90, -4.36, -1.50], [5.83, -5.80, -1.51], [5.94, -2.55, 0.53], [5.02, -3.72, 1.53], [2.99, -3.94, -3.01], [4.42, -4.89, -2.96], [-0.64, -0.38, 2.70], [0.34, 0.65, 2.84], [0.85, 0.74, 4.15], [-0.13, 1.90, 2.34], [1.57, 0.26, 2.00]],
  "relative_energy_kj_mol": 91.7,
  "charge": 1,
  "orbital_gap_ev": 6.94
}

---

Entry 8:
{
  "formula": "C82H58O19",
  "method": "the ωB97M-V functional and the def2-TZVPD basis",
  "species": ["O", "C", "C", "C", "C", "C", "C", "C", "C", "O", "C", "C", "C", "C", "C", "C", "H", "H", "H", "H", "H", "H", "H", "H", "O", "C", "C", "C", "C", "C", "C", "C", "C", "O", "C", "C", "C", "C", "C", "C", "H", "H", "H", "H", "H", "H", "H", "H", "O", "C", "C", "C", "C", "C", "C", "C", "C", "O", "C", "C", "C", "C", "C", "C", "H", "H", "H", "H", "H", "H", "H", "H", "O", "C", "C", "C", "C", "C", "C", "C", "C", "O", "C", "C", "C", "C", "C", "C", "H", "H", "H", "H", "H", "H", "H", "H", "O", "C", "C", "C", "C", "C", "C", "C", "C", "O", "C", "C", "C", "C", "C", "C", "H", "H", "H", "H", "H", "H", "H", "H", "C", "C", "C", "O", "C", "O", "O", "H", "H", "H", "H", "H", "H", "C", "C", "C", "O", "C", "O", "O", "H", "H", "H", "H", "H", "H", "C", "C", "C", "O", "C", "O", "O", "H", "H", "H", "H", "H", "H"],
  "positions_angstrom": [[6.33, -0.49, -2.52], [5.55, -0.89, -3.36], [4.12, -0.28, -3.41], [3.91, 0.97, -2.93], [2.64, 1.45, -2.87], [1.57, 0.65, -3.32], [1.76, -0.65, -3.70], [3.06, -1.11, -3.82], [3.31, -2.49, -4.33], [2.39, -3.29, -4.43], [4.76, -2.78, -4.80], [5.03, -3.82, -5.67], [6.31, -4.01, -6.18], [7.36, -3.16, -5.79], [7.07, -2.24, -4.80], [5.80, -1.98, -4.32], [4.81, 1.48, -2.60], [2.40, 2.44, -2.50], [0.53, 0.95, -3.27], [0.90, -1.26, -3.95], [4.14, -4.25, -6.01], [6.39, -4.80, -6.92], [8.37, -3.23, -6.21], [7.88, -1.72, -4.31], [-4.69, 6.40, 3.89], [-4.92, 6.73, 2.75], [-4.12, 6.19, 1.57], [-3.01, 5.37, 1.82], [-2.27, 4.87, 0.79], [-2.72, 4.98, -0.57], [-3.86, 5.70, -0.84], [-4.47, 6.41, 0.24], [-5.71, 7.29, -0.04], [-6.04, 7.60, -1.18], [-6.52, 7.81, 1.12], [-7.57, 8.63, 0.84], [-8.26, 9.21, 1.85], [-7.80, 9.03, 3.21], [-6.64, 8.29, 3.45], [-6.02, 7.66, 2.41], [-2.64, 5.24, 2.84], [-1.38, 4.28, 0.93], [-2.22, 4.38, -1.34], [-4.20, 5.89, -1.85], [-7.90, 8.75, -0.21], [-9.14, 9.77, 1.61], [-8.36, 9.43, 4.04], [-6.12, 8.16, 4.38], [-2.74, -1.70, 2.73], [-3.85, -1.41, 3.19], [-4.62, -2.44, 3.99], [-4.18, -3.73, 4.29], [-4.97, -4.70, 4.89], [-6.22, -4.31, 5.38], [-6.64, -3.01, 5.23], [-5.85, -2.06, 4.57], [-6.36, -0.63, 4.48], [-7.31, -0.29, 5.13], [-5.64, 0.36, 3.52], [-6.20, 1.61, 3.31], [-5.55, 2.47, 2.39], [-4.41, 1.98, 1.66], [-3.89, 0.74, 1.96], [-4.51, -0.06, 2.92], [-3.19, -3.90, 3.92], [-4.56, -5.70, 5.00], [-6.92, -4.95, 5.87], [-7.56, -2.67, 5.64], [-7.07, 1.88, 3.90], [-5.94, 3.47, 2.20], [-3.98, 2.55, 0.85], [-3.03, 0.37, 1.42], [6.05, 2.50, -0.29], [6.64, 1.51, 0.14], [5.92, 0.27, 0.58], [4.56, 0.25, 0.46], [3.84, -0.89, 0.68], [4.51, -2.02, 1.13], [5.87, -2.02, 1.25], [6.59, -0.85, 1.06], [8.07, -0.90, 1.08], [8.66, -1.94, 1.37], [8.83, 0.37, 0.78], [10.19, 0.36, 0.98], [10.88, 1.45, 0.60], [10.27, 2.60, 0.09], [8.91, 2.63, -0.06], [8.16, 1.49, 0.23], [4.08, 1.19, 0.28], [2.76, -0.85, 0.47], [3.97, -2.97, 1.31], [6.43, -2.88, 1.59], [10.67, -0.54, 1.33], [11.95, 1.47, 0.84], [10.83, 3.52, -0.03], [8.42, 3.48, -0.45], [-4.93, -5.47, -5.56], [-4.07, -4.64, -5.68], [-4.29, -3.35, -6.43], [-5.48, -3.25, -7.18], [-5.75, -2.08, -7.88], [-4.87, -1.00, -7.76], [-3.75, -1.13, -6.97], [-3.42, -2.30, -6.29], [-2.12, -2.36, -5.56], [-1.43, -1.39, -5.55], [-1.84, -3.71, -4.89], [-0.60, -3.92, -4.30], [-0.19, -5.13, -3.78], [-1.11, -6.18, -3.81], [-2.32, -6.01, -4.41], [-2.71, -4.82, -4.99], [-6.21, -4.03, -7.12], [-6.67, -1.99, -8.43], [-5.21, -0.03, -8.11], [-3.16, -0.24, -6.74], [0.09, -3.08, -4.36], [0.72, -5.26, -3.17], [-1.00, -7.13, -3.35], [-3.00, -6.84, -4.49], [4.16, 3.71, 2.67], [3.41, 4.22, 1.39], [2.02, 3.59, 1.22], [1.11, 4.67, 1.62], [1.76, 5.79, 1.68], [1.26, 6.86, 1.96], [3.10, 5.59, 1.43], [5.07, 4.31, 2.74], [4.43, 2.65, 2.54], [3.57, 3.74, 3.60], [4.08, 4.00, 0.55], [1.89, 2.70, 1.80], [1.81, 3.26, 0.20], [1.16, -5.69, 6.81], [0.25, -5.25, 5.73], [-0.04, -3.78, 5.58], [-0.39, -3.68, 4.16], [0.46, -4.59, 3.58], [0.71, -4.56, 2.41], [0.89, -5.50, 4.45], [1.28, -6.80, 6.78], [0.68, -5.54, 7.77], [2.19, -5.27, 6.78], [-0.64, -5.92, 5.80], [0.80, -3.08, 5.76], [-0.91, -3.49, 6.16], [-0.26, -2.99, -0.40], [-0.71, -1.88, 0.56], [0.29, -1.62, 1.69], [0.30, -0.20, 1.76], [-0.27, 0.35, 0.72], [-0.35, 1.53, 0.55], [-0.75, -0.62, -0.12], [-0.80, -3.09, -1.34], [-0.37, -3.96, 0.09], [0.82, -2.98, -0.60], [-1.72, -2.00, 0.95], [1.32, -1.90, 1.50], [0.04, -1.93, 2.69]],
  "smiles": "O=C1c2ccccc2C(=O)c2ccccc21.O=C1c2ccccc2C(=O)c2ccccc21.O=C1c2ccccc2C(=O)c2ccccc21.O=C1c2ccccc2C(=O)c2ccccc21.O=C1c2ccccc2C(=O)c2ccccc21.C[C@H]1COC(=O)O1.C[C@H]1COC(=O)O1.C[C@H]1COC(=O)O1",
  "charge": 0,
  "orbital_gap_ev": 8.25
}